# 1
Here is a 14-piece molecular cluster, C24H46Cl26F2NO overall in a non-equilibrium geometry from the OMol25 dataset. Energies are from the ωB97M-V functional and the def2-TZVPD basis.

Last column: Mulliken spin population.
Element x y z (Å)
C (-0.987, -2.378, 1.118)  0.0307
C (-1.028, -0.864, 1.363)  0.0285
C (-2.498, -0.482, 1.553)  0.0053
C (-0.278, -0.456, 2.634)  0.0118
C (1.243, -0.408, 2.528)  -0.0020
F (1.702, -1.726, 2.433)  0.0008
C (1.856, 0.267, 3.781)  0.0022
C (2.616, -0.657, 4.705)  0.0002
F (3.711, -1.229, 4.062)  0.0000
C (1.626, 0.388, 1.295)  0.0281
C (0.943, 0.028, -0.016)  0.0115
C (1.557, -1.216, -0.665)  0.0653
C (1.167, 1.201, -0.984)  0.0031
N (-0.525, -0.117, 0.177)  0.3567
O (-1.174, -0.332, -0.899)  0.5233
H (-1.422, -2.872, 1.988)  0.0007
H (0.017, -2.769, 0.987)  -0.0017
H (-1.611, -2.622, 0.260)  -0.0040
H (-2.612, 0.600, 1.636)  -0.0021
H (-2.883, -0.947, 2.461)  0.0000
H (-3.081, -0.830, 0.705)  -0.0029
H (-0.621, 0.523, 2.972)  -0.0060
H (-0.540, -1.198, 3.394)  -0.0005
H (2.555, 1.044, 3.460)  -0.0009
H (1.055, 0.737, 4.349)  -0.0008
H (3.022, -0.077, 5.534)  0.0001
H (1.988, -1.437, 5.137)  -0.0001
H (2.710, 0.350, 1.157)  0.0014
H (1.374, 1.426, 1.540)  -0.0087
H (0.940, -1.539, -1.500)  -0.0279
H (1.734, -2.019, 0.047)  0.0001
H (2.533, -0.917, -1.053)  -0.0048
H (0.608, 2.072, -0.634)  -0.0108
H (0.849, 0.942, -1.989)  -0.0017
H (2.229, 1.447, -0.969)  0.0013
C (4.743, -1.112, -3.671)  0.0000
Cl (3.393, -0.363, -4.524)  0.0000
Cl (4.926, -0.504, -2.018)  -0.0001
H (4.562, -2.180, -3.616)  0.0000
H (5.655, -0.900, -4.214)  0.0000
C (-4.042, -0.197, -2.365)  -0.0034
Cl (-4.891, -1.361, -1.336)  -0.0002
Cl (-4.899, 1.348, -2.454)  0.0001
H (-3.058, -0.023, -1.942)  0.0065
H (-3.975, -0.610, -3.364)  0.0001
C (-1.990, -6.598, 0.017)  0.0000
Cl (-3.325, -5.648, -0.646)  0.0000
Cl (-1.618, -6.155, 1.693)  0.0002
H (-2.265, -7.645, 0.009)  0.0000
H (-1.109, -6.412, -0.584)  0.0000
C (1.563, 3.262, -5.486)  0.0000
Cl (1.675, 3.122, -3.727)  0.0002
Cl (1.384, 1.691, -6.278)  0.0000
H (0.689, 3.859, -5.719)  0.0000
H (2.467, 3.730, -5.856)  0.0000
C (-0.297, -0.986, -9.002)  0.0000
Cl (1.097, -1.086, -7.919)  0.0000
Cl (-1.205, 0.517, -8.804)  0.0000
H (0.063, -1.036, -10.022)  0.0000
H (-0.958, -1.815, -8.780)  0.0000
C (1.950, -4.621, -2.648)  0.0001
Cl (1.700, -3.210, -3.674)  -0.0002
Cl (0.417, -5.274, -2.046)  0.0001
H (2.452, -5.389, -3.224)  0.0000
H (2.542, -4.324, -1.789)  0.0002
C (-2.832, -10.031, 1.625)  0.0000
Cl (-2.405, -11.343, 2.724)  0.0000
Cl (-2.017, -10.179, 0.057)  0.0000
H (-3.901, -10.059, 1.453)  0.0000
H (-2.532, -9.092, 2.077)  0.0000
C (5.824, -1.689, 1.917)  0.0000
Cl (4.581, -2.394, 0.881)  0.0002
Cl (7.435, -1.767, 1.188)  0.0000
H (5.575, -0.648, 2.083)  0.0000
H (5.838, -2.234, 2.852)  0.0000
C (-3.272, 3.684, -5.355)  0.0000
Cl (-2.395, 2.351, -4.610)  0.0000
Cl (-2.182, 4.928, -5.996)  0.0000
H (-3.861, 3.295, -6.176)  0.0000
H (-3.905, 4.141, -4.603)  0.0000
C (-4.548, 4.469, -0.098)  0.0000
Cl (-4.035, 3.282, 1.112)  0.0001
Cl (-3.578, 4.374, -1.572)  0.0001
H (-5.581, 4.270, -0.355)  0.0000
H (-4.441, 5.462, 0.320)  0.0000
C (3.763, 2.901, 5.978)  0.0000
Cl (3.473, 4.396, 5.082)  0.0000
Cl (2.265, 2.192, 6.595)  0.0000
H (4.229, 2.185, 5.310)  0.0000
H (4.405, 3.121, 6.823)  0.0000
C (-6.695, 8.397, -0.137)  0.0000
Cl (-5.562, 7.608, 0.970)  0.0000
Cl (-7.220, 7.311, -1.428)  0.0000
H (-7.564, 8.705, 0.431)  0.0000
H (-6.196, 9.247, -0.584)  0.0000
C (2.099, 5.755, 8.467)  0.0000
Cl (2.084, 7.498, 8.755)  0.0000
Cl (3.221, 4.908, 9.543)  0.0000
H (1.103, 5.368, 8.646)  0.0000
H (2.407, 5.578, 7.444)  0.0000

## Properties
Net charge = 0
Spin multiplicity = 2
Frontier orbital gap (alpha / beta) = 8.44 / 9.70 eV


# 2
Here is C24H46Cl3GaN2O4Si as an isolated structure in a non-equilibrium geometry from the OMol25 dataset. Energies are from the ωB97M-V functional and the def2-TZVPD basis.

Last column: Mulliken charge in e.
Element x y z (Å)
C (-2.692, -2.486, -4.202)  -1.8726
C (-2.047, -1.276, -3.558)  1.2316
H (-2.899, -2.352, -5.274)  0.4730
H (-3.658, -2.672, -3.689)  0.2567
H (-2.053, -3.374, -4.129)  0.4287
C (-2.629, -0.005, -3.685)  -0.3187
C (-3.745, 0.284, -4.593)  -1.7843
H (-2.323, 0.761, -2.984)  0.3056
H (-4.727, -0.004, -4.189)  0.2446
H (-3.611, -0.261, -5.534)  0.3319
H (-3.778, 1.359, -4.803)  0.3857
Ga (0.496, -0.577, 2.374)  0.7147
Cl (2.316, -1.595, 1.346)  -0.4980
Cl (-0.589, -1.762, 3.887)  -0.4776
H (2.930, 0.062, 7.020)  0.3674
H (4.732, -1.342, 5.947)  0.3420
C (2.212, -0.187, 6.222)  -0.8728
C (3.954, -1.695, 5.261)  -0.9046
N (2.968, -0.648, 5.055)  0.1976
H (1.613, 0.690, 5.953)  0.2170
C (2.775, -0.184, 3.833)  -0.1570
O (1.742, 0.507, 3.495)  -0.3622
H (4.393, -1.973, 4.299)  0.3041
H (3.542, -0.426, 3.086)  0.5867
H (1.553, -1.001, 6.557)  0.3330
H (3.477, -2.580, 5.689)  0.3099
H (-3.700, 0.140, 1.315)  0.1822
H (-3.172, 1.722, -0.978)  0.3325
C (-3.331, 1.041, 1.837)  -0.7875
C (-2.889, 2.441, -0.185)  -0.8723
N (-2.355, 1.775, 1.006)  0.4403
H (-2.878, 0.758, 2.795)  0.2702
C (-1.050, 1.771, 1.245)  0.0580
O (-0.503, 1.240, 2.264)  -0.5304
H (-2.133, 3.128, -0.595)  0.2463
H (-0.429, 2.267, 0.484)  0.0653
H (-4.181, 1.714, 2.007)  0.3810
H (-3.789, 3.009, 0.092)  0.4006
O (-1.428, -1.647, -2.186)  -0.1884
C (-0.541, -1.298, -3.201)  -1.1350
C (-0.126, 1.002, -2.155)  1.2414
C (0.205, -0.036, -3.058)  0.9874
H (-0.771, 0.777, -1.301)  -0.0916
C (0.348, 2.298, -2.357)  -0.3242
H (-0.052, -2.115, -3.750)  0.1757
C (1.222, 0.196, -4.009)  -0.6489
H (0.061, 3.111, -1.678)  -0.0784
C (1.161, 2.553, -3.460)  -0.7171
C (1.667, 1.503, -4.242)  -0.6577
H (1.596, -0.659, -4.588)  0.3459
H (1.458, 3.589, -3.672)  0.2952
H (2.388, 1.693, -5.043)  0.3719
Si (-1.311, -3.272, -0.123)  0.7559
Cl (-0.625, -0.964, 0.477)  -0.2591
C (-2.703, -3.238, 1.121)  -0.9925
C (0.150, -4.192, 0.604)  -0.8874
C (-1.972, -3.989, -1.658)  -0.7382
H (-3.475, -2.491, 0.878)  0.2131
H (-2.336, -3.068, 2.145)  0.2405
H (-3.147, -4.250, 1.067)  0.3948
H (-2.973, -3.563, -1.840)  0.1389
H (-2.082, -5.066, -1.493)  0.5587
H (-1.282, -3.846, -2.491)  0.0710
H (1.076, -4.065, 0.023)  0.2753
H (-0.144, -5.255, 0.578)  0.3817
H (0.355, -3.910, 1.650)  0.1714
C (1.733, 3.712, 2.358)  -0.8370
C (1.912, 3.864, 0.861)  -0.5588
O (1.879, 2.622, 0.144)  -0.0080
C (3.052, 1.810, 0.218)  0.4285
C (3.790, 1.779, -1.094)  -1.1706
H (0.843, 3.125, 2.606)  0.0573
H (1.641, 4.706, 2.811)  0.4452
H (2.591, 3.205, 2.816)  0.2172
H (1.089, 4.459, 0.441)  0.2662
H (2.861, 4.380, 0.654)  0.4591
H (3.699, 2.180, 1.023)  0.4340
H (2.704, 0.808, 0.502)  -0.4529
H (3.961, 2.786, -1.475)  0.2979
H (4.752, 1.291, -0.942)  0.4290
H (3.235, 1.207, -1.833)  0.1241

## Properties
Net charge = 0
Spin multiplicity = 1
Relative energy (zero: lowest compared OMol25 entry of this formula, charge and spin) = 154.90 kcal/mol
Frontier orbital gap (alpha / beta) = 3.89 / 3.90 eV